Record 1
DFT (the ωB97M-V functional and the def2-TZVPD basis) results for the molecule C11H4O5 at a distorted geometry.

Geometry (Å):
O: 2.498 -0.327 -3.707
O: -1.824 -1.485 -1.752
O: 0.944 1.132 1.933
O: -2.921 -1.086 1.062
O: 0.854 -0.906 -2.305
C: 2.032 -0.313 -2.589
C: -1.118 -1.068 -0.854
C: 0.301 0.466 1.124
C: -3.126 -0.332 2.154
C: -1.928 0.308 2.448
C: 2.798 0.535 -1.704
C: 2.280 0.821 -0.446
C: -1.663 -0.800 0.495
C: 0.273 -0.611 -1.117
C: -0.984 -0.039 1.363
C: 0.896 0.246 -0.138
H: -3.995 -0.006 2.611
H: -1.930 1.087 3.230
H: 3.794 0.835 -1.939
H: 2.817 1.543 0.131

Values from the calculation:
highest occupied orbital energy: -0.3516 hartree
SMILES: O=C1c2ccoc2C(=O)c2oc(=O)ccc21
frontier orbital gap: 7.399 eV
LUMO: -2.2 eV



Record 2
DFT (the ωB97M-V functional and the def2-TZVPD basis) results for a cluster of 2 separate species, C15H21FN2O3S in total at a distorted geometry.

Geometry (Å):
C: -5.775 -1.886 -0.910
H: -5.600 -1.609 -2.049
H: -6.660 -1.586 -0.634
H: -5.538 -2.981 -0.930
O: -4.897 -1.293 -0.362
C: -3.688 -1.293 -0.486
O: -3.300 -2.007 -1.274
C: -2.793 -0.292 0.219
N: -1.450 -0.680 0.125
C: -0.534 -0.800 1.298
O: -1.011 -0.266 2.445
N: 0.584 -1.108 0.930
H: 0.973 -1.448 -0.052
C: 1.780 -0.840 1.997
H: 2.362 -1.842 1.960
H: 1.207 -0.714 3.034
C: 2.676 0.087 1.551
C: 3.567 -0.233 0.513
C: 4.959 -0.584 0.701
C: 5.713 -1.074 -0.088
C: 5.352 -1.054 -1.635
C: 4.043 -0.454 -1.753
C: 3.285 -0.014 -0.864
F: 2.018 0.396 -1.134
H: 3.859 -0.310 -3.184
H: 6.172 -1.359 -2.315
H: 6.717 -1.695 0.082
H: 5.168 -0.584 1.776
H: 1.909 1.008 1.244
H: 3.234 0.583 2.428
H: -1.065 -0.861 -0.747
H: -3.087 -0.458 1.267
C: -2.974 1.196 -0.054
C: -2.169 1.991 0.716
H: -2.603 3.057 0.731
H: -2.013 1.976 1.805
S: -0.406 2.272 -0.035
C: -0.696 3.356 -1.040
H: -1.360 2.889 -2.010
H: 0.167 3.628 -1.653
H: -1.043 4.205 -0.826
H: -4.198 1.463 0.323
H: -2.884 1.221 -1.110

Values from the calculation:
highest occupied orbital energy: -0.2874 hartree
frontier orbital gap: 7.857 eV
LUMO: 0.0 eV



Record 3
DFT (the ωB97M-V functional and the def2-TZVPD basis) results for a structure of composition C23H41BrGeNO5PdSi at a distorted geometry.

Geometry (Å):
Pd: 1.317 -2.325 0.012
O: 7.297 -2.162 -0.212
C: 5.972 -2.151 -0.110
C: 5.297 -2.143 1.118
C: 3.928 -2.140 1.108
N: 3.259 -2.131 -0.043
C: 3.872 -2.153 -1.226
C: 5.238 -2.156 -1.303
C: 2.918 -2.182 -2.374
O: 3.291 -2.158 -3.514
O: 1.668 -2.229 -1.966
C: 3.041 -2.154 2.309
O: 3.476 -2.146 3.426
O: 1.769 -2.164 1.972
H: 7.724 -2.174 0.653
H: 5.802 -2.139 2.077
H: 5.718 -2.160 -2.272
C: -1.600 -2.824 -1.469
Ge: -1.079 -3.725 0.182
C: -1.205 -2.820 1.912
C: -2.238 -5.292 0.330
C: 0.802 -4.344 -0.068
H: -2.677 -2.658 -1.457
H: -1.362 -3.504 -2.289
H: -1.088 -1.884 -1.658
H: -2.261 -2.684 2.144
H: -0.692 -1.866 1.984
H: -0.764 -3.488 2.653
H: -3.241 -4.909 0.512
H: -1.932 -5.932 1.155
H: -2.222 -5.863 -0.596
H: 1.106 -4.712 -1.045
H: 1.322 -4.810 0.766
C: 0.789 2.768 2.060
C: -0.701 2.746 1.680
C: -1.421 1.917 2.752
C: -1.246 4.191 1.707
Si: -1.030 2.052 -0.063
Br: 0.438 0.128 -0.009
C: -0.289 3.006 -1.534
C: -0.015 2.123 -2.762
C: -1.291 4.114 -1.921
C: 1.044 3.663 -1.147
C: -2.756 1.293 -0.348
C: -2.999 0.048 0.521
C: -3.816 2.359 -0.006
C: -2.942 0.862 -1.810
H: 0.889 3.297 3.012
H: 1.416 3.276 1.334
H: 1.176 1.759 2.200
H: -1.131 2.298 3.736
H: -1.134 0.864 2.711
H: -2.505 1.995 2.682
H: -1.160 4.581 2.726
H: -2.298 4.250 1.422
H: -0.680 4.855 1.054
H: -0.910 1.653 -3.159
H: 0.718 1.346 -2.549
H: 0.397 2.759 -3.552
H: -2.216 3.708 -2.332
H: -0.839 4.742 -2.695
H: -1.546 4.763 -1.080
H: 1.781 2.924 -0.827
H: 0.929 4.412 -0.365
H: 1.448 4.171 -2.028
H: -3.051 0.276 1.582
H: -2.220 -0.700 0.372
H: -3.956 -0.398 0.230
H: -3.806 2.623 1.052
H: -4.808 1.958 -0.236
H: -3.687 3.274 -0.586
H: -2.164 0.169 -2.135
H: -2.961 1.709 -2.494
H: -3.904 0.349 -1.902

Values from the calculation:
highest occupied orbital energy: -0.4517 hartree
total charge: +1
frontier orbital gap: 6.311 eV
LUMO: -6.0 eV



Record 4
DFT (the ωB97M-V functional and the def2-TZVPD basis) results for a structure of composition C19H19N6OReS at a distorted geometry.

Geometry (Å):
Re: -0.230 0.137 0.302
N: -1.808 1.688 -2.223
C: -1.210 2.550 -1.353
C: -1.268 3.917 -1.708
C: -0.774 4.875 -0.859
C: -0.275 4.453 0.377
C: -0.230 3.109 0.657
N: -0.633 2.133 -0.194
C: -1.931 0.325 -2.300
C: -2.751 -0.171 -3.333
C: -2.821 -1.528 -3.559
C: -2.027 -2.367 -2.781
C: -1.292 -1.813 -1.754
N: -1.265 -0.497 -1.463
H: -2.236 2.165 -3.013
H: -1.727 4.206 -2.642
H: -0.805 5.922 -1.121
H: 0.061 5.169 1.109
H: 0.132 2.786 1.622
H: -3.311 0.516 -3.950
H: -3.460 -1.928 -4.330
H: -1.997 -3.429 -2.964
H: -0.687 -2.453 -1.128
O: 0.155 -1.847 0.806
N: -0.585 -2.532 1.659
C: -0.275 -3.822 1.886
C: -1.015 -4.579 2.766
C: -2.096 -3.997 3.427
C: -2.417 -2.675 3.165
C: -1.648 -1.944 2.264
S: -2.019 -0.284 1.833
H: 0.574 -4.209 1.337
H: -0.754 -5.614 2.927
H: -2.680 -4.570 4.131
H: -3.265 -2.209 3.643
C: 3.345 0.184 4.589
N: 2.715 0.497 3.336
C: 3.332 1.100 2.279
C: 2.420 1.150 1.268
N: 1.243 0.592 1.703
C: 1.471 0.204 2.964
H: 4.004 0.998 4.889
H: 3.959 -0.716 4.488
H: 2.603 0.013 5.367
H: 4.347 1.448 2.308
H: 2.542 1.536 0.274
H: 0.746 -0.256 3.610

Values from the calculation:
multiplicity: 2
highest occupied orbital energy (spin up / spin down): -0.6350 / -0.6363 hartree
total charge: +3
frontier orbital gap (spin up / spin down): 4.865 / 5.768 eV
LUMO (spin up / spin down): -12.4 / -11.5 eV